Entry 1:
Entry from the Open Molecules 2025 dataset: C25H19Cl3CsN3O5S6 as an isolated structure (ωB97M-V/def2-TZVPD).

Geometry as XYZ:
```
62
Properties=species:S:1:pos:R:3:forces:R:3
Cs 1.57565 -3.21467 1.10643 -0.286 -0.036 -0.275
O 6.90875 -5.02977 6.05653 0.636 -0.452 0.676
C 6.12855 -4.51857 5.29213 -0.418 0.333 -0.468
S 4.49405 -4.04357 5.71393 -0.044 0.141 -0.235
C 4.00205 -3.37337 4.13353 1.354 -0.461 -0.249
C 4.94315 -3.43977 3.14763 -0.106 -0.445 1.407
S 4.79215 -2.96627 1.52573 0.254 0.455 -1.441
S 6.50625 -4.15667 3.61603 -0.238 0.100 -0.063
S 2.43505 -2.74387 4.02383 -1.084 0.519 0.651
N -1.92745 -2.82887 0.64753 0.163 0.024 -0.202
C -2.40255 -2.88947 1.98123 -0.081 0.097 0.125
C -2.09595 -1.86767 2.87463 0.042 -0.172 -0.225
C -2.60175 -1.90287 4.16263 0.062 0.077 0.096
C -3.39845 -2.95477 4.56203 -0.547 0.139 0.625
C -3.66205 -3.99697 3.69813 0.096 -0.096 -0.251
C -3.16695 -3.97187 2.40653 0.084 0.012 -0.041
S -4.42525 -2.86097 6.05063 -0.311 0.150 0.132
O -3.85925 -1.81427 6.89283 0.132 -0.138 -0.251
O -4.40995 -4.19307 6.64653 0.109 0.134 -0.225
O -5.72195 -2.50077 5.46683 0.196 -0.097 0.129
H -2.57305 -3.25437 -0.00657 0.094 0.107 0.053
H -1.73535 -1.87067 0.38003 -0.055 -0.141 -0.093
H -1.47715 -1.04117 2.53993 0.046 0.039 0.057
H -2.41255 -1.10377 4.86203 0.037 0.104 0.073
H -4.28945 -4.79917 4.05103 -0.098 -0.166 -0.032
H -3.38965 -4.77317 1.71033 0.000 -0.047 -0.008
Cl 3.27785 4.11973 -6.22707 0.120 -0.012 -0.216
C 2.17885 3.80643 -4.93667 -0.651 0.093 0.418
C 2.58625 3.07053 -3.83577 0.202 0.186 -0.387
C 1.70975 2.86273 -2.79607 -0.708 0.290 0.119
C 0.40445 3.38513 -2.80447 0.590 -0.063 -0.305
C -0.52685 3.19103 -1.63817 0.003 0.280 0.449
C 0.17835 3.36163 -0.25317 -0.609 0.109 -0.286
N 0.88375 2.20013 0.21143 0.086 -0.011 -0.002
C 2.24145 2.07413 0.36493 0.414 -0.115 0.079
C 2.47515 0.75893 0.63773 0.316 0.273 -0.165
N 1.29695 0.08063 0.66413 -0.406 -0.476 0.117
C 0.37025 0.96653 0.42913 -0.246 -0.195 0.029
O -1.28025 1.98103 -1.66777 -0.086 0.241 -0.032
C -0.79415 0.90173 -2.44497 0.110 -0.334 0.044
C -1.10445 1.06463 -3.90317 0.671 -0.338 -0.297
C -0.26575 0.78183 -4.94917 -0.553 0.131 -0.070
Cl 1.32845 0.16503 -4.85637 0.040 -0.129 -0.045
S -1.00455 1.07753 -6.49597 -0.066 0.068 0.797
C -2.45985 1.58783 -5.71137 0.434 -0.276 -0.026
C -2.36455 1.51043 -4.35947 -0.226 0.149 -0.479
C 0.02325 4.10153 -3.94387 0.113 -0.175 0.418
Cl -1.57095 4.76043 -4.07277 -0.241 0.214 -0.046
C 0.88175 4.31753 -5.00037 0.683 -0.192 -0.170
H 3.57975 2.65213 -3.79847 0.100 -0.016 -0.018
H 2.04685 2.27793 -1.95497 0.012 -0.046 0.068
H -1.28575 3.98583 -1.67587 0.275 -0.156 0.026
H -0.59795 3.61273 0.47513 0.080 0.058 -0.066
H 0.88545 4.19263 -0.32657 -0.145 -0.063 0.121
H 2.89745 2.91953 0.30913 0.117 0.159 -0.079
H 3.40615 0.25523 0.80153 0.283 -0.124 0.193
H -0.68385 0.77723 0.42243 -0.244 0.008 -0.051
H -1.34485 0.03373 -2.06107 0.224 0.063 -0.034
H 0.27785 0.72723 -2.29577 -0.199 -0.071 0.036
H -3.29495 1.89493 -6.30557 -0.240 0.110 -0.123
H -3.14775 1.78253 -3.67757 -0.236 0.093 0.100
H 0.55945 4.87193 -5.86527 -0.057 0.088 -0.087
```
Forces are in eV/Å.

Computed properties:
- Total charge: -2
- Maximum force: 1.53 eV/Å
- Multiplicity: 1
- Energy relative to the best compared isomer or geometry (same formula, charge and spin): 190.57 kJ/mol

Taken from the Löwdin analysis, the atomic charges in e are: 0.643, -0.137, -1.112, 0.888, -1.282, -1.293, 0.171, 0.865, 0.184, 0.044, -0.348, -0.038, -0.049, -0.266, -0.069, -0.043, 0.407, -0.381, -0.383, -0.389, 0.076, 0.058, 0.099, 0.111, 0.110, 0.101, 0.681, -0.672, -0.119, -0.029, -0.186, -0.267, -0.054, -0.079, -0.092, -0.117, 0.049, -0.184, -0.100, -0.158, -0.324, -0.950, 0.706, 0.975, -0.407, -0.163, -0.582, 0.752, -0.130, 0.114, 0.102, 0.116, 0.135, 0.137, 0.116, 0.098, 0.127, 0.145, 0.109, 0.059, 0.119, 0.103



Entry 2:
Entry from the Open Molecules 2025 dataset: C3H5NO3S as an isolated structure (ωB97M-V/def2-TZVPD).

Geometry as XYZ:
```
13
Properties=species:S:1:pos:R:3:forces:R:3
C 0.40612 -0.40916 -2.17382 0.140 -1.785 -3.198
C 0.41471 -0.46806 1.08299 1.058 0.219 1.049
C 0.67523 0.51462 -1.05257 1.431 1.723 -0.254
N -0.15350 0.38686 0.06594 -0.425 0.821 -0.094
O -0.72422 -1.25196 -2.10561 1.833 1.599 0.793
O 1.07754 -0.35036 -3.19338 -1.390 -0.343 2.071
O 2.32540 0.10464 -0.43762 -2.631 0.301 -2.333
S 2.10602 0.23450 1.10969 0.356 0.209 2.516
H -0.11542 -0.51889 2.06057 0.324 0.570 -0.825
H 0.59205 -1.45520 0.77066 -0.287 -1.400 -0.826
H 0.76264 1.56682 -1.58521 -0.131 -1.985 1.741
H -1.12878 -1.05190 -1.23661 -0.015 -0.176 -0.411
H -0.25090 1.28179 0.52741 -0.263 0.247 -0.228
```
Forces are in eV/Å.

Computed properties:
- Total charge: 0
- Maximum force: 3.67 eV/Å
- Multiplicity: 1
- Energy relative to the best compared isomer or geometry (same formula, charge and spin): 238.10 kJ/mol

Taken from the Löwdin analysis, the atomic charges in e are: -0.439, -0.410, -0.172, -0.084, 0.086, 0.117, -0.540, 0.850, 0.113, 0.061, 0.204, 0.095, 0.119



Entry 3:
Entry from the Open Molecules 2025 dataset: a 2-piece molecular cluster, C3H9S2 overall (ωB97M-V/def2-TZVPD).

Geometry as XYZ:
```
14
Properties=species:S:1:pos:R:3:forces:R:3
C -1.88082 -0.98544 1.25465 1.202 0.900 -0.446
S -3.06786 -0.45979 0.00255 -0.133 -0.184 -0.858
H -1.44749 -1.97216 1.15629 -0.108 -0.240 -0.643
H -2.42062 -1.02457 2.19895 0.153 0.729 0.181
H -0.99271 -0.27927 1.10533 -1.130 -1.062 1.151
C 1.04289 0.88834 -1.14804 0.963 2.812 -2.143
C 1.96372 0.44136 -0.07404 -0.817 0.242 1.382
S 1.35779 -1.04614 0.65271 -0.643 -1.432 1.190
H 0.79187 0.14453 -1.90164 -0.366 -0.380 0.531
H 0.18764 1.48558 -0.78946 -0.077 -0.896 0.148
H 1.54734 1.68140 -1.79845 -0.150 -0.499 0.512
H 2.19493 1.21614 0.66188 -0.738 0.417 0.177
H 2.93017 0.14566 -0.27779 2.165 -0.206 -1.921
H -2.20685 -0.23565 -1.04294 -0.322 -0.203 0.740
```
Forces are in eV/Å.

Computed properties:
- Total charge: -1
- Maximum force: 3.66 eV/Å
- Multiplicity: 1
- Energy relative to the best compared isomer or geometry (same formula, charge and spin): 139.35 kJ/mol

Taken from the Löwdin analysis, the atomic charges in e are: -0.583, 0.532, -0.004, 0.007, -0.040, -0.267, -0.874, 0.221, 0.044, 0.057, 0.058, 0.038, -0.027, -0.162



Entry 4:
Entry from the Open Molecules 2025 dataset: C6H6Br18 as an isolated structure (ωB97M-V/def2-TZVPD).

Geometry as XYZ:
```
30
Properties=species:S:1:pos:R:3:forces:R:3
C -2.48401 -2.34491 2.31413 -0.278 0.101 0.045
Br -1.36236 -1.50849 3.59448 0.285 0.102 0.600
Br -4.32317 -2.21083 2.83400 -0.329 0.087 -0.002
Br -2.00153 -4.15448 2.02450 -0.112 -0.492 -0.280
H -2.35630 -1.80182 1.39375 -0.051 0.058 -0.221
C 4.06493 1.24754 -2.59326 -0.274 -0.167 0.203
Br 3.18458 1.95914 -1.04882 0.227 0.453 0.441
Br 3.89449 2.42308 -4.05545 0.063 0.447 -0.609
Br 3.36902 -0.47871 -2.97639 0.027 -0.714 -0.160
H 5.10268 1.12183 -2.35410 0.292 0.081 0.108
C 1.94899 -4.15230 0.95324 0.139 -0.035 0.018
Br 1.08696 -5.68323 0.19901 -0.115 -0.232 -0.128
Br 3.85633 -4.27554 0.83026 0.255 -0.046 -0.007
Br 1.36921 -3.82669 2.73940 0.277 -0.072 0.289
H 1.66327 -3.31022 0.35036 -0.062 0.166 -0.016
C -3.56572 2.80719 0.76192 -1.200 0.161 1.759
Br -4.56993 3.92755 -0.39282 -0.697 0.513 -0.079
Br -4.15946 0.98117 0.65213 -0.199 -0.138 0.194
Br -3.62527 3.46513 2.57115 0.006 -0.055 0.195
H -2.54034 2.85131 0.44419 -0.324 0.221 1.229
C 0.72717 0.02091 0.46330 0.047 -0.210 -0.151
Br -0.54499 1.05879 1.38714 -0.181 0.640 0.599
Br -0.08620 -1.52349 -0.30507 -0.348 -0.398 -0.342
Br 2.18255 -0.44845 1.57857 0.528 -0.111 0.324
H 1.11821 0.59338 -0.35465 0.068 0.131 -0.261
C -0.29367 2.64727 -2.10689 -0.555 0.050 -0.240
Br -2.04993 2.41802 -1.32587 2.217 -0.526 -3.591
Br -0.19951 4.26927 -3.11340 0.027 0.283 -0.157
Br 0.21032 1.14766 -3.18228 -0.007 -0.047 0.091
H 0.38368 2.77991 -1.28252 0.271 -0.251 0.153
```
Forces are in eV/Å.

Computed properties:
- Total charge: 0
- Maximum force: 4.25 eV/Å
- Multiplicity: 1
- Energy relative to the best compared isomer or geometry (same formula, charge and spin): 82.70 kJ/mol

Taken from the Löwdin analysis, the atomic charges in e are: -1.692, 0.565, 0.577, 0.573, -0.098, -1.644, 0.643, 0.621, 0.585, -0.025, -1.700, 0.580, 0.581, 0.530, -0.142, -1.816, 0.604, 0.565, 0.592, -0.245, -1.646, 0.624, 0.680, 0.622, -0.152, -1.579, 0.663, 0.619, 0.587, -0.073



Entry 5:
Entry from the Open Molecules 2025 dataset: a 2-piece molecular cluster, C4H14NO overall (ωB97M-V/def2-TZVPD).

Geometry as XYZ:
```
20
Properties=species:S:1:pos:R:3:forces:R:3
C -0.11700 1.94971 -0.25687 -1.171 0.044 0.714
C 0.17879 0.57473 0.26869 0.732 -1.531 -0.454
N -0.68949 -0.50992 -0.38006 -0.520 0.998 -1.297
C -0.87399 -0.34600 -1.87607 -0.317 -1.135 0.606
C -0.07587 0.44881 1.75175 0.617 0.790 -0.126
H -1.18746 2.14191 -0.07642 0.146 0.140 -0.087
H 0.40207 2.61904 0.42648 0.196 0.295 -0.453
H 0.06487 2.15070 -1.30588 0.478 -0.018 0.059
H 1.17867 0.21668 -0.01174 -0.027 0.390 0.293
H -1.63343 -0.42671 -0.00743 0.015 -0.241 0.416
H -0.31651 -1.43793 -0.17561 0.133 0.004 0.291
H 0.04607 -0.59409 -2.38283 0.305 0.398 -0.096
H -1.27082 0.63713 -2.06312 0.176 0.213 -0.199
H -1.61230 -1.08749 -2.18087 -0.020 0.061 -0.023
H -1.11277 0.72447 1.92337 -0.205 -0.300 0.411
H 0.24134 -0.49906 2.16878 -0.361 -0.308 -0.060
H 0.53305 1.19624 2.25262 0.011 0.128 0.135
H 2.42250 -2.48715 -0.06868 0.126 -0.133 0.127
H 1.98160 -2.98425 1.32219 0.062 0.010 -0.091
O 1.84069 -2.28683 0.67170 -0.376 0.196 -0.166
```
Forces are in eV/Å.

Computed properties:
- Total charge: +1
- Maximum force: 1.76 eV/Å
- Multiplicity: 1
- Energy relative to the best compared isomer or geometry (same formula, charge and spin): 38.26 kJ/mol

Taken from the Löwdin analysis, the atomic charges in e are: -0.044, -0.391, 0.034, 0.021, -0.036, 0.106, 0.102, 0.086, 0.146, 0.169, 0.151, 0.108, 0.088, 0.107, 0.097, 0.085, 0.099, 0.055, 0.060, -0.044



Entry 6:
Entry from the Open Molecules 2025 dataset: a 3-piece molecular cluster, C15H34Cl2FN5O10P3 overall (ωB97M-V/def2-TZVPD).

Geometry as XYZ:
```
70
Properties=species:S:1:pos:R:3:forces:R:3
C -1.24200 0.44290 4.69787 -0.664 0.225 -0.513
O 0.18271 0.29667 4.74838 -0.274 -0.042 -0.465
C 0.68702 -0.14049 3.51400 0.628 -0.564 0.356
C 0.70672 1.02286 2.41604 -1.911 -0.930 1.046
N 1.88676 1.01150 1.54084 -1.015 -0.808 -1.546
O 3.14889 1.50403 1.76054 0.106 0.716 1.889
C 3.50357 1.44092 3.05599 -1.534 0.345 -4.978
N 3.94362 1.21182 4.05608 1.527 -0.524 4.092
C 1.74947 0.46075 0.37161 -0.345 -1.910 -0.203
P 3.29897 0.41400 -0.71992 1.485 0.430 -0.832
O 4.28867 -0.66932 0.08342 -1.679 0.785 -0.129
Cl 2.89857 -0.48055 -2.52962 -0.103 -0.075 1.275
C 0.29410 -0.02840 0.16166 -0.359 0.615 0.631
Cl -0.00136 -1.78483 0.58325 0.814 0.754 -0.162
P -0.42964 0.07130 -1.57194 -0.657 0.956 -3.066
O 0.08438 1.24714 -2.28295 0.255 -0.421 1.105
O -2.05921 0.07026 -1.46253 1.773 -0.839 0.530
O -0.06637 -1.26433 -2.45249 -0.964 0.630 1.949
C -0.40331 0.82184 1.30423 -1.522 -0.177 -0.724
F -1.54551 0.12091 1.66259 0.740 0.380 0.641
P -0.96126 2.57065 0.92769 0.514 3.554 -1.708
N 0.31178 3.49112 0.89728 -0.346 -1.123 0.325
O -1.98148 3.05924 2.11713 1.223 -1.508 -0.803
O -1.73192 2.69913 -0.49573 -0.191 -1.005 1.904
H -1.72862 -0.39217 4.14333 0.449 0.415 0.340
H -1.71139 0.48088 5.69563 0.766 0.067 -0.308
H -1.47715 1.38608 4.15472 -0.151 -0.498 0.362
H 1.72738 -0.49623 3.69520 -0.628 0.346 -0.128
H 0.10376 -1.02591 3.18826 0.322 0.575 -0.227
H 0.45993 1.94842 2.97037 1.129 -0.151 -0.477
H 3.92195 -0.90730 0.95218 0.370 -0.348 -0.283
H -2.42801 -0.75549 -1.82102 -0.167 0.347 0.169
H -0.58210 -2.02987 -2.13360 0.505 -0.010 -0.313
H 0.37630 3.94481 -0.01307 0.368 0.060 0.338
H -1.38641 3.46556 2.77864 -0.481 0.233 -0.194
H -1.66773 3.63042 -0.78098 -0.213 -0.302 -0.085
C -2.22064 3.10045 -3.86176 -0.090 -0.248 0.074
C -3.32001 3.99818 -4.41676 0.384 0.157 0.039
C -3.02012 4.54278 -5.82403 -0.318 0.127 -0.061
O -2.08461 5.60799 -5.85350 0.020 -0.330 -0.078
C -0.72674 5.20471 -5.82127 0.002 0.340 0.069
N -3.57212 5.08182 -3.45885 -0.034 0.042 -0.104
H -1.34823 3.66057 -3.52134 -0.003 0.052 -0.107
H -2.59128 2.53952 -3.00146 -0.016 0.037 -0.039
H -1.88876 2.37839 -4.61132 0.065 0.029 0.043
H -4.22649 3.38940 -4.49166 -0.032 0.096 -0.062
H -3.94766 4.95991 -6.22720 0.057 0.067 0.033
H -2.71664 3.74198 -6.50983 0.110 -0.050 0.083
H -0.56375 4.26648 -6.35864 -0.042 -0.043 0.060
H -0.37823 5.11553 -4.78953 0.114 -0.175 -0.034
H -0.13633 5.98577 -6.30126 -0.078 -0.005 -0.029
H -4.37094 5.62424 -3.77809 -0.050 -0.067 0.138
H -2.79383 5.73502 -3.53070 -0.023 -0.057 0.012
C 1.32311 -6.06634 3.79642 -0.108 -0.025 0.199
C 0.78804 -5.32711 2.57430 0.321 -0.248 0.128
C 0.87493 -6.14310 1.27346 -0.131 0.191 -0.189
O 2.17254 -6.20836 0.70867 -0.223 -0.129 0.144
C 3.01810 -7.19863 1.27585 0.255 0.154 -0.147
N 1.48786 -4.04122 2.45011 -0.067 0.181 -0.208
H 2.41250 -6.10147 3.81926 -0.024 0.010 -0.089
H 1.00213 -5.56548 4.71135 0.027 0.021 -0.064
H 0.94754 -7.09096 3.83044 0.026 0.025 -0.018
H -0.27187 -5.12369 2.75969 0.003 0.029 -0.110
H 0.25580 -5.64256 0.52056 0.073 0.013 -0.029
H 0.45589 -7.14817 1.40017 0.068 -0.020 0.122
H 2.46259 -8.09183 1.57226 -0.043 0.053 0.052
H 3.56431 -6.79179 2.12910 -0.029 -0.166 0.107
H 3.75133 -7.48160 0.52059 -0.083 0.029 -0.040
H 1.06415 -3.50784 1.69515 0.123 -0.242 0.185
H 2.42634 -4.24090 2.10673 -0.025 -0.047 0.113
```
Forces are in eV/Å.

Computed properties:
- Electronic energy: -99650.881 eV
- Total charge: +1
- Maximum force: 5.22 eV/Å
- Multiplicity: 1

Taken from the Löwdin analysis, the atomic charges in e are: -0.064, -0.151, -0.156, -0.125, -0.026, 0.057, -0.237, 0.266, -0.246, 0.682, -0.299, 0.352, -0.591, 0.821, 0.445, -0.258, -0.109, -0.180, -0.422, -0.026, 0.613, -0.139, -0.118, -0.150, 0.101, 0.109, 0.077, 0.137, 0.105, 0.152, 0.061, 0.102, 0.072, 0.011, 0.086, 0.104, -0.083, -0.425, -0.205, -0.187, -0.104, 0.038, 0.061, 0.054, 0.084, 0.137, 0.124, 0.120, 0.092, 0.072, 0.090, 0.076, 0.068, -0.065, -0.426, -0.208, -0.192, -0.096, 0.028, 0.067, 0.078, 0.084, 0.135, 0.116, 0.124, 0.095, 0.076, 0.091, -0.048, 0.073